1.
Entry from the OMol25 dataset: C20H25NO5S in the gas phase (wB97M-V/def2-TZVPD).

Summary:
- Max |F|: 1.0 eV Å⁻¹
- M: 391.489 g mol⁻¹
- Gap between HOMO and LUMO: 9.05 eV
- HOMO level: -8.391 eV
- DFT total energy: -43708.0407 eV

Structure (ORCA input):
```
! RIJCOSX wB97M-V def2-TZVPD def2/J DEFGRID3
* xyz 0 1
C -1.789 -4.890 -1.409
C -1.875 -3.745 -0.466
C -2.173 -3.679 0.861
C -2.105 -2.308 1.221
C -1.768 -1.635 0.084
C -1.564 -0.174 -0.193
N -1.826 0.629 0.983
C -0.921 0.794 1.976
O -1.197 1.370 3.011
C 0.479 0.224 1.753
O 1.059 0.850 0.629
C 2.386 0.619 0.371
C 3.190 -0.272 1.063
C 4.520 -0.407 0.696
C 5.071 0.320 -0.345
C 6.515 0.154 -0.710
C 4.254 1.214 -1.048
C 4.806 2.020 -2.183
C 2.928 1.351 -0.683
C -3.154 1.178 1.252
C -3.197 2.680 0.899
C -3.235 2.810 -0.605
S -4.394 1.476 -1.075
O -3.872 0.721 -2.185
O -5.724 1.997 -1.209
C -4.271 0.510 0.482
O -1.626 -2.502 -0.941
H -2.049 -5.809 -0.893
H -2.471 -4.742 -2.245
H -0.781 -4.978 -1.811
H -2.414 -4.498 1.507
H -2.280 -1.889 2.191
H -2.219 0.124 -1.016
H -0.537 0.002 -0.527
H 1.056 0.442 2.660
H 0.418 -0.865 1.616
H 2.805 -0.863 1.879
H 5.141 -1.102 1.243
H 7.047 1.100 -0.613
H 6.616 -0.178 -1.743
H 6.992 -0.579 -0.064
H 5.196 1.366 -2.963
H 4.038 2.655 -2.615
H 5.627 2.650 -1.841
H 2.282 2.037 -1.210
H -3.304 1.077 2.335
H -2.333 3.178 1.339
H -4.102 3.112 1.328
H -2.278 2.606 -1.075
H -3.642 3.753 -0.952
H -5.224 0.632 0.987
H -4.098 -0.535 0.255
*
```

=====

2.
Entry from the OMol25 dataset: a 3-piece molecular cluster, C20H26BF2NO3 overall (wB97M-V/def2-TZVPD).

Summary:
- Max |F|: 8.5 eV Å⁻¹
- M: 377.240 g mol⁻¹
- Gap between HOMO and LUMO: 9.77 eV
- HOMO level: -9.340 eV
- DFT total energy: -34901.9011 eV

Structure (ORCA input):
```
! RIJCOSX wB97M-V def2-TZVPD def2/J DEFGRID3
* xyz 0 1
C 2.432 0.613 -2.076
C 2.120 2.222 -1.814
B 0.874 2.407 -0.747
O 0.991 1.828 0.634
C -0.526 3.198 -1.099
C -1.627 1.965 -1.048
C -1.625 1.544 -2.649
C -2.565 0.300 -3.156
C -2.901 -0.637 -1.854
O -3.476 -1.956 -2.168
N -1.873 2.927 -3.286
C -0.788 3.788 -2.606
O -0.232 4.782 -3.301
H 3.167 0.523 -3.012
H 2.886 0.083 -1.112
H 1.413 0.102 -2.410
H 3.117 2.769 -1.468
H 1.815 2.695 -2.847
H 1.954 1.676 0.871
H -0.622 3.951 -0.208
H -2.609 2.533 -0.684
H -1.454 1.131 -0.241
H -0.570 1.284 -3.142
H -3.508 0.670 -3.756
H -1.908 -0.334 -3.925
H -1.870 -0.806 -1.283
H -3.634 -0.019 -1.167
H -4.207 -1.892 -2.863
H -2.824 3.118 -2.865
F -4.921 -0.255 0.642
C -4.517 -1.016 1.668
C -5.109 -0.854 2.915
C -4.693 -1.650 3.982
C -3.679 -2.593 3.792
C -3.088 -2.745 2.537
C -3.513 -1.956 1.468
H -5.889 -0.110 3.046
H -5.155 -1.536 4.960
H -3.352 -3.210 4.625
H -2.297 -3.476 2.392
H -3.070 -2.067 0.483
F 4.796 -0.049 -0.169
C 5.201 -0.810 0.856
C 4.608 -0.648 2.104
C 5.025 -1.444 3.171
C 6.038 -2.387 2.980
C 6.630 -2.539 1.725
C 6.205 -1.751 0.656
H 3.829 0.095 2.235
H 4.563 -1.330 4.148
H 6.366 -3.005 3.814
H 7.421 -3.271 1.581
H 6.648 -1.862 -0.328
*
```

=====

3.
Entry from the OMol25 dataset: an isolated ion of composition C20H26BrClF3N4O7S2 and charge +1 (wB97M-V/def2-TZVPD).

Summary:
- Max |F|: 5.2 eV Å⁻¹
- M: 670.934 g mol⁻¹
- Gap between HOMO and LUMO: 9.36 eV
- HOMO level: -12.677 eV
- DFT total energy: -153830.6546 eV

Structure (ORCA input):
```
! RIJCOSX wB97M-V def2-TZVPD def2/J DEFGRID3
* xyz 1 1
C -1.380 2.903 -2.019
C -0.146 2.280 -1.370
F 0.830 2.790 -2.184
N 0.038 0.785 -1.164
C 0.413 0.344 -2.569
C -1.260 -0.026 -0.835
N -1.012 -1.408 -0.575
C -2.394 -0.001 -1.868
C -2.790 -1.270 -2.652
C -3.704 -2.282 -1.965
Cl -3.633 -0.760 -4.173
C -1.725 0.386 0.634
S -2.691 1.953 0.795
C -2.825 -0.599 1.144
C -2.346 -1.635 2.164
O -1.760 -2.638 1.941
Br -2.868 -1.288 4.027
O -0.682 0.360 1.592
C 0.691 0.514 1.364
N 0.961 1.807 2.044
C 2.236 2.124 2.552
O 3.230 2.435 1.972
F 2.310 2.096 3.895
C -0.051 2.341 2.925
O -0.481 1.946 3.951
F -0.429 3.573 2.499
S 1.300 -0.917 2.446
C 2.932 -0.837 3.193
O 1.184 -2.210 1.808
O 0.410 -0.939 3.571
C 1.169 0.502 -0.155
O 2.113 1.508 -0.369
C 2.161 -0.681 -0.478
C 3.437 -0.515 0.077
C 4.393 -1.473 -0.143
C 3.991 -2.547 -0.909
N 2.820 -2.806 -1.435
C 1.944 -1.831 -1.180
H -1.368 3.966 -1.770
H -1.335 2.880 -3.111
H -2.372 2.542 -1.765
H -0.060 2.738 -0.382
H 0.117 -0.681 -2.769
H -0.155 0.906 -3.307
H 1.468 0.478 -2.784
H -0.383 -1.662 0.183
H -0.914 -2.052 -1.343
H -3.303 0.345 -1.364
H -2.274 0.713 -2.681
H -1.915 -1.812 -3.026
H -3.197 -2.683 -1.082
H -4.652 -1.819 -1.682
H -3.895 -3.119 -2.635
H -1.873 2.996 0.544
H -3.616 -0.052 1.664
H -3.340 -1.105 0.331
H 3.398 -1.822 3.160
H 2.845 -0.580 4.249
H 3.651 -0.135 2.767
H 1.934 2.349 0.078
H 3.710 0.328 0.693
H 5.396 -1.403 0.245
H 4.759 -3.294 -1.115
H 0.988 -2.008 -1.648
*
```